Density functional theory data (wB97M-V/def2-TZVPD) for a structure of composition C26H32CoN4.

Each line ends with the Löwdin charge.
Atoms and positions in Å:
Co -0.46051 0.98888 0.18623  0.368
C 3.61681 0.36380 2.81020  -0.062
C 3.08657 0.47528 1.37726  -0.385
C 4.24011 0.63401 0.39666  -0.082
C 2.03772 1.56052 1.26775  -0.219
C 0.80747 1.36254 1.94932  -0.107
C -0.21247 2.32429 1.89233  -0.124
C -0.03641 3.49685 1.11276  -0.304
C -1.15366 4.49720 1.01456  -0.047
C 1.15744 3.67030 0.45005  -0.054
C 2.18789 2.71030 0.52680  -0.037
H 4.37056 -0.42320 2.87646  0.077
H 2.82606 0.12404 3.52113  0.071
H 4.07800 1.30491 3.12216  0.086
H 2.56516 -0.45811 1.13836  0.122
H 4.80978 1.54730 0.59074  0.079
H 3.89197 0.66405 -0.63798  0.077
H 4.92566 -0.20890 0.49335  0.078
H 0.70277 0.50645 2.60125  0.116
H -1.08432 2.23366 2.53008  0.116
H -1.99296 4.08418 0.44817  0.067
H -0.82456 5.40998 0.51836  0.075
H -1.53248 4.76422 2.00332  0.081
H 1.30485 4.56177 -0.14924  0.108
H 3.11010 2.89342 -0.00997  0.101
N -1.76743 1.54376 -3.69200  0.112
C -0.45463 1.56452 -4.11037  -0.075
C 0.29814 1.56635 -2.97452  -0.089
N -0.52613 1.53704 -1.87596  0.082
C -1.74797 1.53359 -2.33876  -0.268
C -2.84349 1.44750 -1.38459  -0.269
N -2.56285 1.30204 -0.11292  0.074
C -3.77404 1.22127 0.53223  -0.101
C -4.78733 1.29373 -0.37526  -0.075
N -4.17906 1.45657 -1.59991  0.114
H -2.57006 1.46916 -4.29030  0.153
H -0.18715 1.57572 -5.15181  0.110
H 1.37000 1.56544 -2.87444  0.111
H -3.83920 1.08955 1.59875  0.112
H -5.85630 1.25606 -0.26741  0.111
H -4.65111 1.53211 -2.48255  0.154
C -2.22243 -2.08012 -0.08889  -0.086
C -0.75546 -2.16726 -0.52558  -0.597
C -0.74302 -2.33835 -2.05851  -0.068
C -0.00917 -0.89298 -0.14889  -0.051
C -0.05935 -3.35664 0.14261  -0.180
C 1.09656 -3.91377 -0.41161  -0.049
C 1.78769 -4.93649 0.22123  -0.096
C 1.34241 -5.43788 1.43763  -0.114
C 0.19628 -4.89950 2.00350  -0.096
C -0.49135 -3.87524 1.36301  -0.041
H -2.73470 -1.32678 -0.69249  0.056
H -2.30718 -1.76480 0.95222  0.068
H -2.75103 -3.03130 -0.21441  0.086
H -1.35294 -1.55114 -2.51331  0.063
H -1.14754 -3.30835 -2.37042  0.086
H 0.26412 -2.23834 -2.46512  0.065
H 1.05800 -1.06147 -0.38869  0.017
H 1.47326 -3.53414 -1.35296  0.100
H 2.68014 -5.34417 -0.23927  0.096
H 1.87982 -6.23574 1.93457  0.093
H -0.16862 -5.27642 2.95188  0.096
H -1.37843 -3.47132 1.83321  0.097

2S+1: 4
Total energy in a.u.: -2611.64631
Total charge: 0
LUMO (spin up / spin down) in eV: 0.04 / 0.03
HOMO (spin up / spin down) in eV: -5.011 / -6.277
Relative energy (zero: lowest compared OMol25 entry of this formula, charge and spin) in kJ/mol: 3.1